No. 1
2 unconnected molecules or ions with the total composition FNO3. Source: the OMol25 dataset; level of theory: ωB97M-V/def2-TZVPD.

Values from the calculation:
HOMO energy (spin up / spin down): -12.4 / -12.3 eV
Energy above the lowest of the compared OMol25 structures with the same formula, charge and spin: 72.4 kcal per mole
Spin multiplicity: 1
Kohn-Sham gap (spin up / spin down): 6.17 / 6.16 eV

CARTESIAN COORDINATES (ANGSTROEM)
N 0.62932 0.09399 0.00212
O 0.51609 0.91571 0.84246
O 1.63217 -0.31820 -0.62016
O -0.35320 -0.52237 -0.55446
F -2.42438 -0.16913 0.33004

Okay, here come the Mulliken numbers, in e, for every atom:
1. N 1.152
2. O -0.412
3. O -0.377
4. O -0.159
5. F -0.203

***

No. 2
2 unconnected molecules or ions with the total composition C4H8NO2. Source: the OMol25 dataset; level of theory: ωB97M-V/def2-TZVPD.

Values from the calculation:
HOMO energy: -3.6 eV
Energy above the lowest of the compared OMol25 structures with the same formula, charge and spin: 63.3 kcal per mole
Spin multiplicity: 1
Kohn-Sham gap: 7.55 eV
Total charge: -1

CARTESIAN COORDINATES (ANGSTROEM)
C -1.22082 0.61492 0.25232
C -0.43108 -0.25581 -0.78245
C -2.59584 0.32530 0.07954
C 0.39962 -1.29377 0.20949
N -3.68525 0.02643 0.08663
O 3.06595 1.13511 -0.16295
O 0.80263 -0.61955 1.28800
H 2.57329 0.42173 0.38396
H -1.04632 1.75714 0.30652
H -1.02325 -0.73506 -1.58590
H 0.45202 0.27165 -1.17396
H -0.27269 -2.12756 0.49362
H 1.17349 -1.78053 -0.34021
H 2.51472 2.02829 -0.27996
H -0.70647 0.23170 1.22536

Mulliken atomic charge list, values in e, 6 entries:
1. C -0.410
2. C -0.575
3. C 0.335
4. C -0.669
5. N -0.533
6. O -0.717

***

No. 3
A gas-phase ion, C6H12N3O2 (charge +1). Source: the OMol25 dataset; level of theory: ωB97M-V/def2-TZVPD.

Values from the calculation:
HOMO energy: -13.0 eV
Energy above the lowest of the compared OMol25 structures with the same formula, charge and spin: 88.8 kcal per mole
Spin multiplicity: 1
Kohn-Sham gap: 9.67 eV
SMILES: CCO[C@@]1(O)[C@@H]2C(=[NH2+])NN[C@@H]21
Total charge: +1

CARTESIAN COORDINATES (ANGSTROEM)
C 2.87658 -0.85705 -0.60604
C 2.70213 -0.11288 0.66153
O 1.40236 0.47351 0.85050
C 0.33735 -0.10815 0.30825
O 0.02828 -1.37211 0.69286
C -0.92344 0.88427 0.47746
C -2.31843 0.47316 0.29292
N -3.34744 0.62709 1.18444
N -2.41936 -0.00433 -0.92549
N -1.26827 0.06894 -1.74437
C -0.23480 0.56760 -0.90078
H 2.51169 -0.35157 -1.44555
H 3.92076 -0.86597 -0.80585
H 2.61756 -1.95675 -0.67934
H 3.33480 0.79591 0.65874
H 2.82065 -0.75664 1.53957
H 0.05066 -1.33813 1.63930
H -0.59262 1.81061 1.03258
H -3.21841 0.78082 2.21758
H -4.18760 0.17261 0.85241
H -3.10604 -0.78091 -1.28332
H -1.46659 0.66299 -2.61727
H 0.48019 1.18699 -1.40013

Mulliken atomic charge list, values in e, 6 entries:
1. C -1.116
2. C -0.228
3. O -0.361
4. C 0.313
5. O -0.526
6. C -0.720

***

No. 4
3 unconnected molecules or ions with the total composition C23H37N3O. Source: the OMol25 dataset; level of theory: ωB97M-V/def2-TZVPD.

Values from the calculation:
HOMO energy: -9.6 eV
Energy above the lowest of the compared OMol25 structures with the same formula, charge and spin: 24.4 kcal per mole
Spin multiplicity: 1
Kohn-Sham gap: 8.97 eV
SMILES: CCc1nc2ccccc2nc1OC#N.CCCCCC.CCCCCC

CARTESIAN COORDINATES (ANGSTROEM)
C 3.79899 -4.07907 -0.05012
C 3.86372 -2.85265 -1.05370
C 2.80377 -1.84981 -0.58590
N 1.71852 -1.73354 -1.31375
C 0.85584 -0.83485 -0.74456
C -0.38566 -0.59012 -1.40767
C -1.33954 0.25326 -0.92221
C -1.07196 0.94093 0.31168
C 0.11261 0.76430 0.96419
C 1.08778 -0.13260 0.44361
N 2.25569 -0.26576 1.14259
C 3.07000 -1.11358 0.62291
O 4.28710 -1.35639 1.29050
C 5.23349 -0.56237 0.85766
N 6.06522 0.17004 0.50210
H 3.82222 -5.04448 -0.56509
H 2.87533 -4.00687 0.54752
H 4.62790 -3.94580 0.65961
H 3.59410 -3.24647 -2.04193
H 4.86577 -2.40116 -1.05594
H -0.59756 -1.12302 -2.33941
H -2.27338 0.41021 -1.46414
H -1.80876 1.61604 0.75056
H 0.27690 1.31465 1.89238
C -3.63698 -3.47332 4.30910
C -2.51075 -4.35138 3.77291
C -1.16858 -4.10054 4.45903
C -0.60436 -2.68941 4.28303
C -0.40094 -2.24814 2.83450
C 0.60764 -3.10587 2.07911
H -3.43883 -2.41373 4.13843
H -4.57716 -3.71614 3.81063
H -3.77483 -3.62906 5.38126
H -2.41963 -4.21349 2.69192
H -2.78507 -5.39930 3.92455
H -0.44298 -4.83210 4.09090
H -1.27460 -4.29924 5.53058
H 0.35461 -2.63335 4.80889
H -1.26006 -1.96942 4.78152
H -0.04603 -1.21499 2.83612
H -1.35429 -2.24299 2.29775
H 1.58142 -3.08936 2.57595
H 0.74022 -2.72906 1.06443
H 0.27637 -4.14337 2.00349
C -1.99397 6.94955 -4.08627
C -1.41114 5.67193 -4.68202
C -1.95677 4.39917 -4.03632
C -1.64693 4.24387 -2.54618
C -0.16228 4.26834 -2.18553
C 0.62870 3.12395 -2.80991
H -1.74345 7.05286 -3.02914
H -1.59796 7.82456 -4.60466
H -3.08162 6.96389 -4.18496
H -0.32031 5.69828 -4.61344
H -1.64902 5.64639 -5.74931
H -1.56864 3.53364 -4.58157
H -3.04364 4.37178 -4.16818
H -2.08004 3.29842 -2.20059
H -2.15933 5.02994 -1.98331
H -0.07070 4.20078 -1.09734
H 0.28535 5.22442 -2.47107
H 0.22313 2.15811 -2.50046
H 1.67208 3.16863 -2.49194
H 0.61473 3.16983 -3.90040

Mulliken atomic charge list, values in e, 6 entries:
1. C -0.721
2. C -0.721
3. C 0.737
4. N -0.664
5. C 0.315
6. C -0.271

***

No. 5
2 unconnected molecules or ions with the total composition C2H6N2O3. Source: the OMol25 dataset; level of theory: ωB97M-V/def2-TZVPD.

Values from the calculation:
HOMO energy: -9.9 eV
Energy above the lowest of the compared OMol25 structures with the same formula, charge and spin: 124.5 kcal per mole
Spin multiplicity: 1
Kohn-Sham gap: 10.65 eV
SMILES: N[N+](=O)[O-].CC=O

CARTESIAN COORDINATES (ANGSTROEM)
N -2.79331 -1.25376 -0.11245
N -2.84027 0.08400 -0.02785
O -1.89305 0.67491 -0.46949
O -3.81963 0.63684 0.43165
H -2.08554 -1.80783 -0.46748
H -3.69513 -1.65208 0.31297
C 1.60558 0.87999 0.35311
C 0.71354 -0.10065 -0.37214
O 0.48014 -1.19258 0.03224
H 1.10953 1.84246 0.51913
H 2.31910 1.22472 -0.42594
H 2.10699 0.61652 1.24575
H 0.33236 0.22122 -1.36952

Mulliken atomic charge list, values in e, 6 entries:
1. N -0.468
2. N 1.185
3. O -0.604
4. O -0.635
5. H 0.236
6. H 0.270

***

No. 6
A molecular structure, C32H47BeCaCl4F2NNaO13. Source: the OMol25 dataset; level of theory: ωB97M-V/def2-TZVPD.

Values from the calculation:
HOMO energy: -7.6 eV
Spin multiplicity: 1
Kohn-Sham gap: 1.02 eV
Total charge: +1

CARTESIAN COORDINATES (ANGSTROEM)
C -1.46440 -2.33552 0.13708
C -1.01854 -0.96503 -0.33307
O -2.09401 -0.13691 -0.80903
C -2.39727 -0.15733 -2.10186
O -3.20963 0.63805 -2.57200
C -1.80993 -1.18803 -3.04145
C -0.45855 -0.73983 -3.70914
C 0.22042 -1.84077 -4.54326
C 1.13683 -2.80802 -3.83550
C 0.41477 -3.82960 -2.97592
C 1.32066 -5.03388 -2.71062
C 0.69172 -6.33909 -3.08431
F -0.10632 -6.84893 -2.07240
C 2.16126 -2.12032 -2.96442
C 3.20658 -1.30130 -3.71357
C 4.41043 -1.07650 -2.82786
F 3.59254 -2.07762 -4.80037
H -1.83076 -2.96157 -0.66594
H -0.57786 -2.81787 0.53448
H -2.16507 -2.23796 0.95438
H -0.60220 -0.46332 0.52743
H -0.20544 -1.06003 -1.04133
H -2.57449 -1.29859 -3.80904
H -1.74381 -2.15664 -2.56719
H -0.72449 0.06425 -4.41884
H 0.18474 -0.25547 -2.99348
H 0.80224 -1.33625 -5.31086
H -0.53961 -2.43665 -5.06423
H 0.07519 -3.37201 -2.04558
H -0.46486 -4.14239 -3.53956
H 2.27149 -4.93589 -3.21944
H 1.48993 -5.09816 -1.63816
H 1.48707 -7.07799 -3.20507
H 0.07372 -6.28147 -3.97325
H 2.72032 -2.91674 -2.47737
H 1.69718 -1.54902 -2.15619
H 2.82095 -0.34967 -4.06787
H 4.10482 -0.98426 -1.79021
H 4.92902 -0.15782 -3.06486
H 5.08971 -1.91792 -2.87077
Na -2.63401 -0.92890 -5.31534
Ca 2.36540 -8.67002 -3.06181
C -1.17938 -0.27246 3.95132
C -0.26560 -1.31758 3.61944
C -0.16877 -2.42570 4.65870
O 0.49967 -3.42008 4.50029
C -0.91338 -2.23734 5.90394
C -1.83320 -1.16592 6.23721
C -2.00259 -0.13272 5.13653
O -2.78708 0.78325 5.22111
O -2.42713 -1.07171 7.28004
O 0.42363 -1.41130 2.61888
H -1.32348 0.54160 3.24777
H -0.69398 -2.98445 6.66366
Be -2.11956 -4.40725 6.30785
C -0.54535 4.95096 2.17990
C -0.03599 3.73706 2.90625
C -0.41613 3.66555 4.35904
O 0.63051 2.84616 4.91165
C 1.73250 3.02594 4.12720
O 2.81445 2.63003 4.39648
O 1.40827 3.71631 3.00884
H -0.40441 5.85696 2.76937
H -0.01278 5.09126 1.24107
H -1.60722 4.84626 1.96002
H -0.33768 2.82754 2.37478
H -1.38947 3.20731 4.52450
H -0.38974 4.63685 4.85259
O -5.16836 3.28564 -3.31238
H -6.02742 3.00446 -3.63880
H -4.79825 2.50364 -2.88756
C 8.18359 -2.00538 -1.38175
C 7.46543 -3.25277 -0.89796
O 7.32161 -4.20324 -1.95661
H 7.63755 -1.55465 -2.21095
H 8.27876 -1.27105 -0.58128
H 9.18319 -2.24993 -1.74651
H 6.46159 -3.00861 -0.55311
H 8.00682 -3.71651 -0.06778
H 8.20208 -4.43395 -2.26237
N -0.35892 4.62190 7.55122
C -0.44008 5.81457 8.21672
C -1.46074 5.71851 9.12302
C -2.01453 4.41438 9.00114
C -1.31149 3.76164 8.02526
H 0.30341 4.40873 6.83064
H 0.23083 6.62436 7.98847
H -1.77659 6.49484 9.79861
H -2.83409 4.00423 9.56603
H -1.40717 2.76499 7.62897
C -4.88310 6.39681 -1.74414
C -4.14081 6.94343 -0.47478
O -4.65321 7.95180 0.02182
O -3.14020 6.27740 -0.15957
H -5.74562 7.01288 -1.98263
H -4.19501 6.40141 -2.58704
H -5.21066 5.37629 -1.56153
C -3.93558 -1.31682 -10.06612
Cl -5.44784 -0.74625 -9.36183
Cl -2.89897 -1.96688 -8.76117
Cl -4.25411 -2.59857 -11.22114
Cl -3.09788 0.01375 -10.84952

Mulliken atomic charge list, values in e, 6 entries:
1. C -1.452
2. C 1.271
3. O -0.284
4. C 0.134
5. O -0.655
6. C 0.274